Record 1
{"formula": "C4H5N2P", "method": "ωB97M-V with the def2-TZVPD basis set", "e_homo_ev": -9.53, "orbital_gap_ev": 9.56, "symbols": ["C", "C", "C", "C", "N", "N", "P", "H", "H", "H", "H", "H"], "positions_angstrom": [[-2.422, 0.382, -0.019], [-0.188, 1.615, 0.326], [1.046, -0.543, -0.290], [-1.141, 0.046, 0.430], [-3.352, 0.954, -0.388], [-0.409, -0.772, -0.480], [1.276, 1.345, -0.311], [-0.571, 2.623, 0.765], [1.333, -1.046, 0.669], [1.456, -0.848, -1.226], [-1.032, -0.456, 1.469], [-0.559, -0.554, -1.496]], "forces_ev_per_angstrom": [[-2.1, 1.4, -0.3], [-2.8, -0.1, 2.0], [-1.9, 0.3, 0.2], [3.9, 0.9, 1.1], [0.0, -0.7, 0.1], [0.9, -0.2, -1.3], [1.0, -0.2, 0.4], [0.4, -2.1, -1.1], [0.5, 0.5, -1.1], [1.1, -1.1, 0.0], [-0.5, 1.3, -1.5], [-0.5, -0.1, 1.5]]}

Record 2
{"formula": "C4H5N3", "method": "ωB97M-V with the def2-TZVPD basis set", "e_homo_ev": -9.07, "orbital_gap_ev": 10.00, "symbols": ["N", "C", "N", "C", "C", "C", "N", "H", "H", "H", "H", "H"], "positions_angstrom": [[2.264, -0.392, -0.371], [0.919, -0.159, -0.180], [0.189, -1.242, 0.121], [-1.112, -1.034, 0.278], [-1.701, 0.221, 0.168], [-0.843, 1.270, -0.121], [0.462, 1.097, -0.314], [2.820, 0.413, -0.604], [2.667, -0.934, 0.368], [-1.703, -1.921, 0.500], [-2.755, 0.385, 0.349], [-1.207, 2.296, -0.193]], "forces_ev_per_angstrom": [[0.0, 0.3, -0.1], [-0.2, 0.2, 0.0], [-0.1, 0.3, 0.0], [-0.1, 0.0, 0.1], [0.1, 0.0, 0.1], [0.1, -0.1, -0.1], [0.1, -0.3, 0.0], [-0.2, 0.3, 0.1], [0.2, -0.5, 0.0], [0.0, 0.2, 0.0], [0.0, -0.1, -0.1], [0.1, -0.2, 0.0]]}

Record 3
{"formula": "C4H5N3", "method": "ωB97M-V with the def2-TZVPD basis set", "e_homo_ev": -9.05, "orbital_gap_ev": 9.97, "symbols": ["N", "C", "N", "C", "C", "C", "N", "H", "H", "H", "H", "H"], "positions_angstrom": [[2.264, -0.385, -0.367], [0.916, -0.162, -0.180], [0.188, -1.246, 0.123], [-1.113, -1.035, 0.282], [-1.700, 0.221, 0.176], [-0.842, 1.271, -0.120], [0.462, 1.092, -0.320], [2.817, 0.420, -0.597], [2.675, -0.940, 0.356], [-1.707, -1.920, 0.502], [-2.757, 0.384, 0.339], [-1.202, 2.299, -0.194]], "forces_ev_per_angstrom": [[-0.1, 0.2, -0.1], [0.0, 0.1, 0.1], [-0.2, 0.3, 0.0], [0.0, 0.0, 0.0], [0.1, 0.0, 0.1], [0.1, -0.1, -0.1], [-0.1, -0.2, 0.0], [-0.1, 0.3, 0.1], [0.2, -0.5, 0.1], [0.0, 0.2, 0.0], [0.1, -0.1, 0.0], [0.1, -0.2, 0.0]]}

Record 4
{"formula": "C4H5N3", "method": "ωB97M-V with the def2-TZVPD basis set", "e_homo_ev": -8.31, "orbital_gap_ev": 8.40, "symbols": ["C", "N", "C", "C", "N", "C", "N", "H", "H", "H", "H", "H"], "positions_angstrom": [[-1.506, 0.088, 0.121], [-0.090, 0.408, -0.160], [1.015, -0.575, 0.209], [1.633, -1.160, -0.921], [2.151, -1.594, -1.871], [0.664, 1.194, 0.738], [0.906, 2.107, 1.433], [-1.581, -0.214, 1.166], [-1.796, -0.730, -0.541], [-2.114, 0.977, -0.053], [0.044, 0.738, -1.118], [0.675, -1.239, 0.996]], "forces_ev_per_angstrom": [[-0.1, 0.0, 0.1], [0.1, 0.2, 0.0], [0.1, -0.5, 0.0], [0.5, -0.5, -0.9], [-0.5, 0.5, 1.0], [0.0, 0.8, 0.4], [-0.2, -0.6, -0.4], [0.0, 0.0, -0.2], [0.0, 0.1, 0.1], [0.1, -0.1, 0.0], [0.0, -0.1, 0.1], [0.0, 0.1, -0.1]]}

Record 5
{"formula": "C4H5N3", "method": "ωB97M-V with the def2-TZVPD basis set", "e_homo_ev": -10.70, "orbital_gap_ev": 10.38, "symbols": ["C", "N", "C", "C", "N", "C", "N", "H", "H", "H", "H", "H"], "positions_angstrom": [[-0.752, -1.418, 0.894], [0.838, 0.009, 0.043], [0.503, 1.118, -0.446], [1.476, 2.056, -0.932], [2.293, 2.759, -1.346], [-2.174, -0.038, -0.963], [-1.470, -0.837, -0.437], [-0.187, -0.867, 1.694], [-0.099, -2.245, 0.601], [-1.689, -1.693, 1.310], [1.822, -0.196, 0.146], [-0.561, 1.352, -0.565]], "forces_ev_per_angstrom": [[-1.5, -0.4, -0.7], [0.7, 0.7, -0.6], [0.4, -0.1, 0.0], [0.9, 1.0, -0.4], [-0.6, -0.4, 0.3], [1.0, -1.7, 0.7], [0.3, 1.1, 1.8], [-1.1, 0.3, -1.5], [-0.6, 0.1, -0.1], [-0.5, -1.2, 0.8], [0.5, 0.5, -0.3], [0.5, 0.1, 0.0]]}

Record 6
{"formula": "C4H5N3", "method": "ωB97M-V with the def2-TZVPD basis set", "e_homo_ev": -10.08, "orbital_gap_ev": 10.43, "symbols": ["C", "C", "C", "C", "N", "N", "N", "H", "H", "H", "H", "H"], "positions_angstrom": [[2.449, -0.271, -0.038], [-2.251, 0.176, -0.158], [-1.157, -0.421, 0.237], [0.090, 0.291, 0.080], [3.508, 0.101, 0.085], [0.311, 1.486, 0.025], [1.257, -0.731, -0.222], [-3.203, -0.366, -0.023], [-2.147, 1.263, -0.484], [-1.185, -1.420, 0.844], [1.319, 1.628, -0.213], [1.009, -1.736, -0.133]], "forces_ev_per_angstrom": [[-0.8, -1.4, -0.2], [-1.3, 1.2, -0.1], [-0.1, -2.0, 1.9], [2.5, -4.3, -0.8], [3.1, 1.4, 0.4], [1.3, 2.5, -0.2], [-4.6, 0.0, 0.5], [0.4, 0.8, -0.3], [-0.6, -1.7, 0.1], [0.2, 1.8, -1.6], [-0.9, 0.4, 0.3], [0.7, 1.3, 0.0]]}

Record 7
{"formula": "C4H5N3", "method": "ωB97M-V with the def2-TZVPD basis set", "e_homo_ev": -9.83, "orbital_gap_ev": 10.28, "symbols": ["C", "C", "C", "C", "N", "N", "N", "H", "H", "H", "H", "H"], "positions_angstrom": [[-0.107, 2.215, 0.122], [-1.232, 1.951, -0.669], [2.410, -0.695, 0.126], [-1.299, -1.136, -0.048], [2.858, -0.554, -0.891], [-0.540, 0.956, 0.129], [-0.325, -0.208, 0.505], [1.820, -0.897, 1.032], [0.877, 2.595, 0.235], [-2.346, -0.717, -0.021], [-0.913, -1.486, -1.104], [-1.203, -2.025, 0.584]], "forces_ev_per_angstrom": [[-0.7, -1.2, -1.4], [0.6, 0.4, 0.7], [-2.2, -1.0, 4.0], [0.3, -1.0, -1.2], [1.7, 0.6, -3.2], [0.1, 0.2, 0.4], [-0.4, 0.5, -0.1], [0.8, 0.3, -0.8], [0.3, 0.8, 0.5], [1.1, -0.6, -0.4], [-1.1, 0.9, 1.8], [-0.5, 0.1, -0.2]]}

Record 8
{"formula": "C4H5N3", "method": "ωB97M-V with the def2-TZVPD basis set", "e_homo_ev": -8.10, "orbital_gap_ev": 8.62, "symbols": ["N", "C", "C", "N", "C", "N", "C", "H", "H", "H", "H", "H"], "positions_angstrom": [[-0.738, -0.060, 0.842], [-0.930, 0.106, -0.741], [0.085, 1.251, -0.772], [1.014, 1.191, 0.113], [0.744, -0.102, 0.782], [0.934, -1.252, -0.133], [0.008, -1.075, -1.006], [-1.135, 0.744, 1.328], [-1.186, -0.920, 1.158], [0.037, 2.093, -1.460], [1.259, -0.215, 1.735], [-0.092, -1.760, -1.846]], "forces_ev_per_angstrom": [[-0.2, 0.0, 0.2], [0.2, 0.0, 0.2], [0.2, 0.2, 0.0], [-0.3, -0.1, -0.3], [0.0, 0.0, 0.4], [-0.3, 0.1, -0.3], [0.2, -0.2, 0.0], [0.2, -0.1, 0.0], [0.2, 0.1, 0.0], [0.0, -0.2, 0.0], [-0.1, 0.0, -0.1], [0.1, 0.2, 0.0]]}

Record 9
{"formula": "C4H5N3", "method": "ωB97M-V with the def2-TZVPD basis set", "e_homo_ev": -8.59, "orbital_gap_ev": 8.57, "symbols": ["C", "C", "C", "C", "N", "N", "N", "H", "H", "H", "H", "H"], "positions_angstrom": [[-1.390, 0.702, 0.725], [-1.037, -0.399, -1.287], [-1.249, 0.736, -0.682], [2.212, -0.993, -0.026], [-1.504, 0.477, 1.847], [1.501, 0.445, 1.715], [1.703, -0.206, 0.698], [-0.949, -0.502, -2.306], [-1.183, -1.315, -0.571], [2.488, -1.127, -0.972], [-1.047, 1.790, -1.090], [0.456, 0.392, 1.948]], "forces_ev_per_angstrom": [[-0.7, -0.5, 0.8], [-1.3, -2.8, 3.0], [1.3, 3.7, -0.2], [-1.2, 0.5, 3.0], [-0.2, 0.3, 0.1], [-2.3, 0.9, 0.9], [1.3, -1.4, 0.0], [0.5, -0.3, -2.1], [0.5, 1.4, -2.0], [0.8, -0.3, -3.5], [-0.7, -1.8, 0.2], [2.0, 0.2, -0.2]]}

Record 10
{"formula": "C4H5N3", "method": "ωB97M-V with the def2-TZVPD basis set", "e_homo_ev": -7.94, "orbital_gap_ev": 8.68, "symbols": ["N", "C", "C", "C", "N", "C", "N", "H", "H", "H", "H", "H"], "positions_angstrom": [[2.784, -0.875, -0.198], [1.630, -0.557, 0.123], [0.391, -0.176, 0.224], [-0.858, -0.915, -0.237], [-1.909, 0.109, -0.218], [-1.381, 1.177, 0.236], [-0.023, 1.153, 0.498], [2.797, -0.591, -1.183], [-0.725, -1.322, -1.248], [-1.135, -1.753, 0.413], [-1.925, 2.105, 0.386], [0.424, 1.726, 1.195]], "forces_ev_per_angstrom": [[-0.6, 0.1, 0.1], [0.0, 0.0, -0.1], [0.1, -0.1, -0.1], [0.0, -0.2, 0.0], [0.1, 0.3, 0.2], [-0.2, 0.0, 0.0], [-0.1, 0.0, 0.1], [0.8, -0.2, -0.2], [-0.1, 0.1, 0.2], [0.0, 0.1, -0.1], [0.0, -0.1, 0.0], [-0.2, 0.0, 0.0]]}

Record 11
{"formula": "C4H5N3", "method": "ωB97M-V with the def2-TZVPD basis set", "e_homo_ev": -9.86, "orbital_gap_ev": 9.52, "symbols": ["C", "C", "C", "C", "H", "H", "H", "H", "H", "N", "N", "N"], "positions_angstrom": [[-2.353, -0.101, 0.254], [-1.539, 1.135, -0.115], [1.282, -0.664, -0.709], [1.339, -0.227, 0.776], [-2.044, 2.016, -0.354], [1.603, 0.326, -1.148], [1.330, -1.631, -1.223], [1.865, 0.769, 0.978], [1.302, -0.807, 1.559], [-2.684, -1.372, 0.011], [-0.290, 0.961, -0.135], [0.190, -0.403, 0.105]], "forces_ev_per_angstrom": [[-2.6, -11.1, -3.6], [-0.2, -3.8, 1.4], [2.1, 1.8, -0.1], [4.5, 2.1, -1.4], [-0.4, 1.4, -0.1], [-0.1, -1.7, -0.7], [0.3, 0.5, 0.5], [-1.3, -1.3, -0.7], [1.0, -3.4, 4.1], [2.7, 12.3, 2.7], [-0.4, 0.2, -1.3], [-5.8, 3.0, -0.8]]}

Record 12
{"formula": "C4H5N3", "method": "ωB97M-V with the def2-TZVPD basis set", "e_homo_ev": -9.00, "orbital_gap_ev": 8.56, "symbols": ["N", "C", "N", "C", "C", "C", "N", "H", "H", "H", "H", "H"], "positions_angstrom": [[-1.012, 1.782, 1.508], [0.038, 0.332, 0.454], [0.290, 1.150, 1.373], [1.471, -0.842, -0.179], [0.781, -1.371, -1.191], [-0.578, -0.872, -1.225], [-1.007, -0.004, -0.372], [-0.959, 2.756, 1.253], [-1.371, 1.611, 2.434], [2.530, -1.224, -0.120], [1.075, -2.087, -1.956], [-1.260, -1.231, -1.980]], "forces_ev_per_angstrom": [[-0.6, 0.5, 0.3], [4.2, -2.5, -0.8], [-1.3, -0.3, -0.6], [-1.4, 0.5, -0.4], [-0.1, 0.1, 0.1], [-0.8, 0.2, -0.2], [0.7, -0.4, -0.2], [0.2, 0.2, 0.5], [0.2, 0.4, 0.2], [-1.0, 1.2, 0.9], [0.2, 0.1, 0.3], [-0.3, 0.0, -0.1]]}

Record 13
{"formula": "C4H5N3", "method": "ωB97M-V with the def2-TZVPD basis set", "e_homo_ev": -8.57, "orbital_gap_ev": 8.77, "symbols": ["C", "C", "C", "C", "H", "H", "H", "H", "H", "N", "N", "N"], "positions_angstrom": [[-0.906, 0.213, -0.333], [1.195, -0.269, -1.034], [1.467, -0.547, 0.196], [0.225, -0.099, 0.811], [-2.263, 0.963, 0.643], [0.094, 0.824, -2.223], [2.047, -0.466, -1.788], [2.266, -0.933, 0.733], [0.936, -0.197, 2.576], [-2.042, 0.710, -0.389], [-0.023, 0.041, -1.343], [-0.072, -0.176, 2.049]], "forces_ev_per_angstrom": [[3.9, 0.0, 2.5], [6.9, -2.7, -2.9], [-2.3, 1.7, 2.0], [-2.4, -1.7, 2.7], [-0.2, -0.9, -2.0], [-1.7, -2.9, 3.0], [-2.0, 0.6, 0.4], [1.4, -0.5, 0.5], [-3.1, -0.6, -1.2], [-1.1, 1.1, 2.6], [-2.1, 4.4, -8.7], [2.7, 1.3, 1.2]]}

Record 14
{"formula": "C4H5N3", "method": "ωB97M-V with the def2-TZVPD basis set", "e_homo_ev": -11.09, "orbital_gap_ev": 10.40, "symbols": ["C", "N", "C", "C", "N", "C", "N", "H", "H", "H", "H", "H"], "positions_angstrom": [[0.288, -1.416, 0.362], [0.011, -0.003, 0.234], [-1.061, 0.453, -0.263], [2.674, 2.872, -0.097], [1.984, 1.996, 0.270], [-2.174, -0.358, -0.723], [-3.068, -0.996, -1.086], [-0.552, -2.070, 0.100], [0.603, -1.604, 1.393], [1.145, -1.634, -0.286], [1.329, 1.227, 0.460], [-1.179, 1.532, -0.364]], "forces_ev_per_angstrom": [[-0.1, -0.1, 0.0], [-0.2, 0.2, -0.2], [0.3, -0.1, 0.2], [-0.7, -0.9, 0.4], [0.7, 0.9, -0.4], [-0.8, -0.7, -0.3], [0.8, 0.6, 0.3], [0.1, 0.1, 0.0], [-0.1, 0.0, -0.2], [-0.1, 0.0, 0.1], [0.0, 0.1, -0.1], [0.0, -0.1, 0.0]]}

Record 15
{"formula": "C4H5N3", "method": "ωB97M-V with the def2-TZVPD basis set", "e_homo_ev": -8.06, "orbital_gap_ev": 7.92, "symbols": ["C", "N", "C", "C", "N", "C", "N", "H", "H", "H", "H", "H"], "positions_angstrom": [[0.014, -0.724, 1.333], [0.590, -0.450, -0.018], [-0.150, 0.553, -0.816], [0.539, 1.729, -1.114], [1.177, 2.684, -1.328], [-1.456, 0.189, -1.148], [-2.533, -0.203, -1.372], [0.059, 0.202, 1.906], [0.580, -1.522, 1.820], [-1.027, -1.019, 1.190], [0.660, -1.334, -0.533], [1.548, -0.104, 0.080]], "forces_ev_per_angstrom": [[-0.1, 0.0, 0.1], [0.2, -0.1, 0.0], [-0.1, 0.0, 0.0], [0.5, 0.7, -0.2], [-0.5, -0.8, 0.2], [-0.8, -0.3, -0.2], [1.0, 0.3, 0.2], [0.0, -0.1, -0.1], [-0.1, 0.1, -0.1], [0.1, 0.0, 0.0], [0.0, 0.1, 0.0], [-0.1, 0.0, 0.0]]}

Record 16
{"formula": "C4H5N3", "method": "ωB97M-V with the def2-TZVPD basis set", "e_homo_ev": -9.06, "orbital_gap_ev": 9.56, "symbols": ["N", "C", "C", "N", "C", "N", "C", "H", "H", "H", "H", "H"], "positions_angstrom": [[0.088, -0.274, -1.500], [0.424, 0.123, -0.127], [0.924, -1.216, 0.465], [-0.193, -1.569, 1.010], [-0.585, -0.069, 0.969], [-1.330, 1.184, 0.478], [-0.157, 1.543, 0.055], [-0.468, -1.126, -1.532], [-0.404, 0.448, -2.018], [1.784, -1.856, 0.282], [-0.296, 0.256, 1.976], [0.214, 2.555, -0.058]], "forces_ev_per_angstrom": [[-0.2, 0.1, 0.1], [-0.2, 0.0, 0.5], [0.0, -0.5, 0.1], [0.2, -0.3, -0.3], [0.0, -0.3, 0.0], [0.3, 0.4, 0.1], [-0.2, 0.5, -0.1], [0.1, 0.1, 0.1], [0.1, 0.0, 0.2], [0.0, 0.0, 0.1], [0.0, -0.2, -0.3], [-0.2, 0.1, -0.4]]}

Record 17
{"formula": "C4H5N3", "method": "ωB97M-V with the def2-TZVPD basis set", "e_homo_ev": [-9.35, -9.35], "orbital_gap_ev": [7.23, 7.23], "symbols": ["C", "N", "C", "C", "N", "C", "N", "H", "H", "H", "H", "H"], "positions_angstrom": [[0.996, -1.190, -0.084], [0.323, 0.035, -0.484], [-0.088, 0.979, 0.279], [-2.412, 0.506, -0.789], [-2.053, 0.248, -1.884], [0.206, 1.009, 1.684], [0.430, 1.067, 2.815], [1.442, -1.076, 0.905], [1.767, -1.433, -0.816], [0.242, -1.981, -0.073], [-0.180, 0.050, -1.401], [-0.673, 1.784, -0.152]], "forces_ev_per_angstrom": [[0.0, 0.0, 0.1], [-0.2, 0.3, 0.2], [0.4, -0.2, -0.1], [0.1, -0.3, -1.5], [-0.2, 0.3, 1.4], [0.2, 0.1, 0.8], [-0.2, -0.1, -0.9], [-0.1, 0.0, -0.1], [-0.1, 0.1, 0.1], [0.1, 0.0, 0.0], [-0.1, 0.0, 0.0], [0.0, -0.1, 0.0]]}

Record 18
{"formula": "C4H5N3", "method": "ωB97M-V with the def2-TZVPD basis set", "e_homo_ev": -9.77, "orbital_gap_ev": 9.63, "symbols": ["C", "N", "C", "C", "N", "C", "N", "H", "H", "H", "H", "H"], "positions_angstrom": [[-1.623, -0.017, 0.214], [-0.697, -0.964, 0.055], [1.294, -0.185, 0.331], [1.924, -0.618, -0.883], [2.398, -0.971, -1.879], [0.904, 1.114, 0.448], [0.060, 1.959, 0.527], [-2.210, 0.317, -0.650], [-0.947, 1.218, 0.360], [-2.125, -0.007, 1.184], [-0.518, -1.114, -0.944], [1.540, -0.730, 1.237]], "forces_ev_per_angstrom": [[-0.2, -0.6, -0.1], [-0.3, 0.3, -0.1], [0.2, 0.2, 0.0], [0.5, -0.2, -0.9], [-0.5, 0.3, 0.9], [-0.6, 0.2, 0.1], [0.3, -0.7, -0.1], [0.2, 0.0, 0.2], [0.3, 0.3, 0.1], [0.1, 0.1, -0.1], [0.0, 0.1, 0.2], [0.0, 0.1, -0.1]]}

Record 19
{"formula": "C4H5N3", "method": "ωB97M-V with the def2-TZVPD basis set", "e_homo_ev": [-7.63, -9.87], "spin_multiplicity": 3, "orbital_gap_ev": [8.05, 7.89], "symbols": ["C", "C", "C", "C", "N", "N", "N", "H", "H", "H", "H", "H"], "positions_angstrom": [[-2.144, 0.011, 0.223], [-0.397, -1.634, -0.565], [-0.922, -0.594, -0.006], [0.288, 1.010, 0.745], [-3.094, 0.624, 0.503], [2.071, 0.490, -0.672], [1.613, 0.929, 0.432], [0.630, -1.858, -0.758], [-1.076, -2.221, -1.267], [-0.340, 1.679, 0.236], [0.270, 0.972, 1.968], [3.100, 0.591, -0.840]], "forces_ev_per_angstrom": [[-1.6, 0.3, 0.2], [-1.6, -1.3, -2.8], [2.2, 2.4, 1.9], [0.7, -2.0, 3.8], [0.9, -0.5, -0.3], [1.4, 0.6, 0.2], [-0.8, -1.5, -1.3], [0.7, 0.2, 0.6], [0.7, 0.3, 1.2], [-0.7, 1.1, -0.5], [-0.7, 0.3, -3.2], [-1.2, 0.1, 0.2]]}

ΔE to the lowest compared entry with this formula, charge and spin readings, ordered: 197.71; 14.42; 13.47; 490.74; 485.17; 261.93; 689.19; 434.40; 542.10; 253.29; 667.29; 485.60; 378.91; 277.72; 282.73; 744.52; 397.04; 444.33; 231.97 kJ/mol